This record from OMol25 describes a 17-piece molecular cluster, C66H176B6F24N11O22 overall at a distorted geometry. The level of theory is ωB97M-V/def2-TZVPD.

```
305
Properties=species:S:1:pos:R:3
C 4.84632 -1.98207 7.47365
O 3.72552 -1.46016 6.80307
C 3.88437 -0.63939 5.58043
C 3.84707 -1.45833 4.30463
N 2.40951 -1.93247 4.01071
H 1.65353 -1.28608 4.18613
H 2.20866 -2.32443 3.10180
C 2.08622 -3.23037 4.87027
C 0.80228 -3.98494 4.33841
O 0.87046 -4.07000 2.87756
C 0.00603 -5.07868 2.32294
H 5.50531 -1.12598 7.61836
H 5.36609 -2.80014 6.97495
H 4.58119 -2.36611 8.45870
H 4.81685 -0.09331 5.72318
H 3.28878 0.27300 5.55026
H 4.54491 -2.29530 4.32932
H 4.27448 -0.90769 3.46665
H 2.03264 -2.90168 5.90815
H 2.99913 -3.82166 4.94148
H -0.04401 -3.44772 4.76653
H 0.75826 -5.01916 4.67981
H -0.04697 -5.09194 1.23431
H -0.98069 -5.11195 2.78485
H 0.31631 -6.10850 2.49989
C -2.58996 -4.91447 5.08584
O -3.05741 -5.62914 3.91728
C -4.34789 -5.30439 3.47322
C -4.93343 -6.49022 2.64124
N -3.82306 -7.21300 1.89021
H -3.42273 -6.58757 1.20562
H -3.00895 -7.24884 2.48691
C -4.14375 -8.60773 1.23073
C -5.38497 -8.63262 0.31077
O -6.64160 -8.23247 0.94668
C -7.75227 -8.47647 0.07228
H -2.46161 -3.85551 4.86171
H -1.62061 -5.36290 5.30350
H -3.32663 -4.94510 5.88863
H -4.30625 -4.36581 2.92057
H -5.04257 -5.08285 4.28343
H -5.67275 -6.07709 1.95507
H -5.38911 -7.27374 3.24668
H -4.26064 -9.33773 2.03169
H -3.29278 -8.76313 0.56756
H -5.49767 -9.63781 -0.09542
H -5.17211 -8.06589 -0.59565
H -7.79338 -7.69917 -0.69075
H -8.71817 -8.38691 0.56939
H -7.82696 -9.44005 -0.43174
C 2.77240 -8.39777 -9.55380
O 2.95595 -7.39217 -8.56873
C 4.31458 -6.80911 -8.63000
C 4.74419 -6.49890 -7.19961
N 3.67913 -5.85178 -6.33939
H 3.48256 -5.02429 -6.88411
H 2.81031 -6.36518 -6.29844
C 4.06513 -5.52954 -4.86301
C 2.76084 -5.08415 -4.05631
O 1.95424 -6.20699 -3.95059
C 0.73716 -5.95290 -3.27507
H 1.75961 -8.77716 -9.41811
H 3.34533 -9.29992 -9.33939
H 2.79023 -7.95195 -10.54830
H 4.45548 -5.99882 -9.34531
H 5.00874 -7.52806 -9.06517
H 5.63439 -5.87005 -7.18587
H 5.05347 -7.39320 -6.65862
H 4.87949 -4.80503 -4.86395
H 4.35275 -6.40884 -4.28663
H 2.29279 -4.27833 -4.62172
H 3.06992 -4.52060 -3.17598
H 0.10459 -6.84009 -3.24577
H 0.18846 -5.25881 -3.91167
H 0.97443 -5.64593 -2.25646
C -3.23308 -0.55029 4.08044
O -2.82081 -0.89180 2.69955
C -1.73176 -1.75153 2.65495
C -1.14202 -1.69709 1.29388
N -0.61711 -0.27673 0.99673
H -1.06187 0.38890 1.61255
H 0.37227 -0.25679 1.19880
C -0.86725 0.20259 -0.39024
C -2.36512 0.55821 -0.76038
O -2.88587 1.66552 0.02211
C -3.78486 2.46673 -0.80854
H -3.54004 -1.46824 4.58169
H -4.02301 0.19842 4.02086
H -2.42164 -0.20185 4.71939
H -1.91520 -2.81015 2.83873
H -0.99220 -1.65059 3.44928
H -1.96981 -1.92149 0.62119
H -0.26922 -2.33535 1.15629
H -0.44111 -0.59446 -0.99951
H -0.29444 1.12100 -0.51868
H -3.01122 -0.24348 -0.40267
H -2.40995 0.60873 -1.84829
H -4.74139 2.01200 -1.06618
H -3.34063 2.88398 -1.71223
H -4.16513 3.29931 -0.21667
C 6.11483 5.52671 -1.27924
O 5.41271 4.40745 -0.68499
C 6.16994 3.26832 -1.00078
C 5.22404 2.17136 -1.53632
N 3.95857 2.13718 -0.63809
H 3.58844 3.07626 -0.60308
H 3.21074 1.61910 -1.07677
C 4.18057 1.81680 0.85423
C 3.09171 2.29564 1.87786
O 2.65268 3.61631 1.55792
C 1.72704 4.19085 2.53950
H 5.92078 5.60238 -2.34916
H 7.20191 5.45192 -1.25172
H 5.77563 6.47147 -0.85444
H 6.78409 2.98539 -0.14588
H 7.06547 3.30527 -1.62107
H 5.63746 1.16412 -1.48470
H 4.92450 2.39352 -2.56054
H 5.13340 2.28046 1.10962
H 4.36347 0.75478 1.01779
H 3.50160 2.29790 2.88785
H 2.25231 1.60854 1.77110
H 0.87454 3.52977 2.69543
H 1.25170 5.08785 2.14258
H 2.25286 4.40998 3.46880
C -3.72760 0.96828 7.66014
O -2.62335 0.50861 8.41667
C -1.78999 1.65494 8.70561
C -0.50347 1.08261 9.33417
N 0.07836 -0.06622 8.48547
H -0.55763 -0.81762 8.25961
H 0.29205 0.38368 7.60682
C 1.36722 -0.71434 8.98447
C 2.44610 0.31550 9.39562
O 2.60811 1.30895 8.42119
C 3.86469 2.02795 8.49864
H -4.36794 0.19781 7.23066
H -3.37857 1.44329 6.74328
H -4.38486 1.70560 8.12108
H -2.27517 2.35866 9.38199
H -1.62914 2.16268 7.75459
H -0.64360 0.58584 10.29421
H 0.22015 1.85564 9.59281
H 1.79998 -1.24612 8.13711
H 1.07200 -1.39112 9.78629
H 3.37351 -0.25352 9.46071
H 2.41241 0.93874 10.28922
H 4.08029 2.50582 9.45429
H 3.82003 2.80029 7.73079
H 4.70523 1.39172 8.22149
C 3.79355 -8.39502 2.11884
O 4.16386 -7.34139 1.20306
C 3.21803 -6.23184 1.19049
C 3.83728 -4.94819 0.63808
N 5.32092 -4.85605 1.13666
H 5.40559 -5.00015 2.13273
H 5.78941 -5.63429 0.69511
C 6.00847 -3.59187 0.76039
C 7.53206 -3.82398 0.94856
O 7.84002 -4.36898 2.22772
C 7.55749 -3.52196 3.36355
H 2.85730 -8.84086 1.78304
H 3.64103 -8.03048 3.13469
H 4.59882 -9.12963 2.11734
H 2.90563 -6.03041 2.21515
H 2.30454 -6.48995 0.65475
H 3.37609 -4.07674 1.10280
H 3.75857 -4.76067 -0.43278
H 5.56049 -2.78167 1.33571
H 5.79209 -3.39294 -0.28923
H 8.03403 -2.86280 0.83781
H 7.91268 -4.51355 0.19509
H 8.24405 -2.67975 3.44968
H 7.68232 -4.20557 4.20331
H 6.51155 -3.21549 3.35016
C -7.72515 8.31540 4.51470
O -6.90343 7.82447 3.44395
C -6.36436 8.83282 2.65654
C -5.51853 8.38215 1.46119
N -4.78867 7.03866 1.75790
H -5.43805 6.30220 1.99462
H -4.42456 6.71384 0.87359
C -3.66022 7.05754 2.80613
C -2.87166 5.77654 2.90877
O -3.82424 4.68336 2.65054
C -3.32906 3.43964 3.09637
H -8.38725 7.51966 4.85603
H -8.33718 9.15953 4.19697
H -7.09374 8.78054 5.27172
H -5.75827 9.52474 3.24135
H -7.17713 9.36105 2.15806
H -4.74874 9.04981 1.07421
H -6.19356 8.08023 0.66039
H -4.31464 7.30113 3.64309
H -3.03284 7.94145 2.69120
H -2.30728 5.57655 3.81958
H -2.12093 5.89315 2.12716
H -2.63215 2.96467 2.40584
H -4.01842 2.59679 3.04654
H -2.88340 3.38030 4.08933
C -1.32889 8.20096 -5.66571
O -1.07503 7.10462 -4.80236
C -0.08194 6.22365 -5.35666
C 0.42878 5.33503 -4.28600
N 0.77699 6.07725 -2.98000
H 1.43340 5.54006 -2.43168
H 1.23812 6.94741 -3.20423
C -0.37166 6.54392 -2.08039
C 0.00524 6.37633 -0.60619
O 0.61266 5.07380 -0.25094
C -0.25005 3.95653 -0.18305
H -0.44541 8.82877 -5.78153
H -2.00871 8.87426 -5.14359
H -1.73858 7.89376 -6.62794
H 0.74501 6.69221 -5.89023
H -0.52678 5.65357 -6.17227
H 1.36756 4.88817 -4.61327
H -0.19394 4.48394 -4.01041
H -1.22174 5.91160 -2.33659
H -0.51650 7.57227 -2.41146
H -0.79084 6.49659 0.12859
H 0.68034 7.18079 -0.31433
H 0.08622 3.16192 0.48300
H -0.53199 3.59676 -1.17258
H -1.21671 4.22897 0.24054
C -2.53770 1.88587 -6.56871
O -1.40636 1.18706 -5.96345
C -0.46402 0.83387 -6.87329
C 0.32932 -0.40461 -6.47071
N 0.78533 -0.04937 -4.98704
H 1.52444 0.63766 -4.94458
H -0.05544 0.45349 -4.74141
C 1.19164 -1.20400 -4.04364
C 0.04567 -2.24339 -3.96554
O -1.22201 -1.62354 -3.68507
C -2.17332 -2.73405 -3.76887
H -3.00013 2.35907 -5.70249
H -3.17648 1.08421 -6.93938
H -2.09875 2.54151 -7.32075
H 0.25392 1.65149 -6.93777
H -1.00530 0.65736 -7.80279
H 1.16546 -0.63839 -7.12974
H -0.40705 -1.20774 -6.44179
H 1.44283 -0.73250 -3.09355
H 2.01871 -1.81214 -4.41000
H 0.47046 -2.86459 -3.17701
H 0.01489 -2.77757 -4.91517
H -3.23832 -2.50419 -3.80104
H -2.03228 -3.39249 -2.91174
H -2.06472 -3.41135 -4.61596
C 1.03476 4.59857 -8.20779
O -0.30886 4.34518 -8.48934
C -0.74696 4.45930 -9.85055
C -2.29309 4.04896 -9.93682
N -3.06061 4.93847 -8.96793
H -2.54655 4.90676 -8.09912
H -3.07236 5.91187 -9.23708
C -4.56656 4.60716 -8.78576
C -4.93316 5.26215 -7.46863
O -4.01176 4.84974 -6.45839
C -4.32208 5.24136 -5.11532
H 1.72189 4.18547 -8.94623
H 1.32804 4.18040 -7.24486
H 1.20981 5.67381 -8.24421
H -0.12302 3.90518 -10.55181
H -0.55224 5.49633 -10.12396
H -2.43229 2.98465 -9.74719
H -2.69703 4.23752 -10.93150
H -4.71098 3.52767 -8.82962
H -5.14246 4.93405 -9.65154
H -5.90185 4.77135 -7.37462
H -5.10294 6.33849 -7.49601
H -4.55410 6.30109 -5.00931
H -3.54123 5.01226 -4.39014
H -5.26043 4.74294 -4.87205
B -0.28380 -3.39435 7.83975
F -0.45386 -2.45592 6.85747
F -0.65333 -2.78173 9.04178
F -0.95930 -4.53068 7.50154
F 1.05859 -3.65809 7.96244
B -3.92009 6.74424 -1.11686
F -3.25540 5.78135 -0.36299
F -3.45179 8.01103 -0.67682
F -3.59369 6.54542 -2.40091
F -5.30427 6.62131 -0.99157
B 2.04600 2.43009 -3.35077
F 1.66415 2.48005 -4.66311
F 0.97457 2.17041 -2.53737
F 2.91677 1.41102 -3.32626
F 2.63788 3.63939 -3.04426
B -2.65312 -5.37717 -0.65817
F -2.99219 -6.69834 -0.66090
F -2.74017 -4.95410 0.65937
F -1.36460 -5.11936 -1.05896
F -3.50504 -4.66982 -1.43868
B 0.56884 1.10044 4.43972
F -0.35638 2.07768 4.17172
F 0.33481 0.66175 5.67588
F 0.53804 0.02892 3.58586
F 1.84923 1.60363 4.46958
B 2.61611 -1.40671 0.19502
F 2.41241 -0.90185 1.48408
F 1.96420 -2.58019 -0.07685
F 1.98451 -0.46406 -0.62996
F 3.96988 -1.42777 -0.06173
```

The molar mass is 1997.01 g mol⁻¹. The charge is +5. As for the HOMO energy: -16.30 eV.